{
  "formula": "C3H12O4",
  "method": "ωB97M-V with the def2-TZVPD basis set",
  "e_tot_ha": -422.444671,
  "homo_energy_ha": -0.36809,
  "smiles": "CCC=O.O.O.O",
  "homo_lumo_gap_ev": 10.62,
  "e_above_lowest_ev": 0.457,
  "elements": ["O", "C", "C", "C", "H", "H", "H", "H", "H", "H", "H", "H", "O", "H", "H", "O", "H", "H", "O"],
  "positions_angstrom": [[0.365, 1.734, -1.607], [-0.162, 1.507, -0.535], [-1.560, 1.805, -0.119], [-2.241, 0.514, 0.311], [0.460, 1.077, 0.271], [-2.073, 2.156, -1.026], [-1.527, 2.514, 0.702], [-1.946, 0.145, 1.306], [-2.110, -0.245, -0.464], [-3.307, 0.715, 0.476], [1.875, -3.324, 0.736], [1.116, -2.250, -0.043], [1.098, -2.753, 0.798], [1.069, -0.946, 1.482], [0.446, -1.026, 2.872], [0.867, -0.414, 2.269], [1.281, -1.624, -2.283], [0.649, -0.275, -1.627], [1.146, -1.091, -1.502]],
  "atomic_forces_ev_per_a": [[-0.79, -0.26, 0.15], [1.08, 0.54, 0.53], [-0.09, -0.48, -1.15], [-0.73, -0.08, 0.89], [-0.03, -0.20, 0.06], [0.01, 0.48, 0.49], [-0.12, 0.34, -0.03], [0.55, -0.01, -0.55], [-0.17, -0.12, 0.29], [0.10, -0.11, -0.49], [-0.15, 0.10, 0.17], [-0.15, -0.12, 0.09], [0.26, -0.12, -0.55], [-0.01, -0.17, 0.61], [-0.03, -0.24, 0.02], [0.04, 0.58, -0.33], [-0.32, 0.45, -0.51], [0.28, -0.12, -0.80], [0.27, -0.47, 1.13]]
}